## w
Molecular formula: C22H32N4O5
Method: DFT, ωB97M-V/def2-TZVPD

Calculated values
2S+1	1
SMILES	CCOC(=O)C1=C(CNC(C)(C)CC(C)(C)C)NC(=O)N[C@H]1c1cccc([N+](=O)[O-])c1

Bonds (Å) are listed after each position.
Cartesian coordinates (Å):
1 C -0.72759 1.62233 3.71339  C2 1.522, H61 1.086, H62 1.087, H63 1.088
2 C -1.56503 1.75641 2.45008  C1 1.522, H3 1.092, H4 1.094, O5 1.432
3 H -1.70006 2.80585 2.17821  C2 1.092
4 H -2.53893 1.27594 2.58585  C2 1.094
5 O -0.90897 1.16592 1.32271  C2 1.432, C6 1.342
6 C -1.04152 -0.16248 1.18700  O5 1.342, O7 1.211, C8 1.466
7 O -1.72169 -0.83615 1.92937  C6 1.211
8 C -0.27667 -0.73867 0.07653  C6 1.466, C9 1.350, C15 1.522
9 C 0.19421 -0.11229 -1.02254  C8 1.350, N10 1.373, C31 1.501
10 N 0.83170 -0.83926 -1.99740  C9 1.373, C11 1.388, H30 1.014
11 C 0.71592 -2.21492 -2.13717  N10 1.388, O12 1.210, N13 1.355
12 O 1.06515 -2.78309 -3.14637  C11 1.210
13 N 0.14693 -2.83460 -1.07461  C11 1.355, H14 1.008, C15 1.442
14 H 0.08542 -3.83925 -1.13467  N13 1.008
15 C -0.01129 -2.22981 0.22524  C8 1.522, N13 1.442, C16 1.521, H29 1.097
16 C 1.20821 -2.39473 1.11957  C15 1.521, C17 1.388, C21 1.390
17 C 1.06634 -2.20041 2.48672  C16 1.388, C18 1.386, H28 1.079
18 C 2.18071 -2.27171 3.30842  C17 1.386, C19 1.390, N25 1.442
19 C 3.44062 -2.56337 2.79914  C18 1.390, C20 1.381, H24 1.079
20 C 3.57372 -2.76625 1.43951  C19 1.381, C21 1.387, H23 1.079
21 C 2.46932 -2.67337 0.60512  C16 1.390, C20 1.387, H22 1.080
22 H 2.59619 -2.82561 -0.45629  C21 1.080
23 H 4.54258 -2.99104 1.02140  C20 1.079
24 H 4.28457 -2.61809 3.46902  C19 1.079
25 N 2.02811 -2.02107 4.72042  C18 1.442, O26 1.212, O27 1.212
26 O 0.98164 -1.53693 5.09472  N25 1.212
27 O 2.96047 -2.29599 5.44490  N25 1.212
28 H 0.09899 -1.99288 2.91851  C17 1.079
29 H -0.87661 -2.68230 0.72453  C15 1.097
30 H 1.08963 -0.32293 -2.83134  N10 1.014
31 C 0.07187 1.34544 -1.35742  C9 1.501, N32 1.456, H59 1.095, H60 1.093
32 N -0.21210 1.47906 -2.77902  C31 1.456, H33 1.015, C34 1.460
33 H -1.03405 0.93132 -3.01366  N32 1.015
34 C -0.38659 2.82665 -3.31166  N32 1.460, C35 1.535, C39 1.537, C43 1.554
35 C -0.44705 2.67165 -4.83735  C34 1.535, H36 1.086, H37 1.084, H38 1.087
36 H -0.69261 3.61846 -5.30961  C35 1.086
37 H -1.17843 1.93095 -5.14002  C35 1.084
38 H 0.52363 2.34458 -5.20213  C35 1.087
39 C 0.87294 3.65023 -2.99822  C34 1.537, H40 1.087, H41 1.087, H42 1.087
40 H 0.92604 3.92618 -1.94817  C39 1.087
41 H 0.86901 4.56415 -3.58596  C39 1.087
42 H 1.76079 3.07873 -3.25721  C39 1.087
43 C -1.59351 3.62435 -2.74305  C34 1.554, H44 1.093, H45 1.094, C46 1.548
44 H -1.61829 4.55671 -3.31234  C43 1.093
45 H -1.34146 3.89546 -1.71376  C43 1.094
46 C -3.04254 3.08073 -2.70323  C43 1.548, C47 1.537, C51 1.533, C55 1.530
47 C -3.92916 4.28350 -2.34156  C46 1.537, H48 1.088, H49 1.088, H50 1.088
48 H -3.60402 4.73600 -1.40712  C47 1.088
49 H -3.88807 5.04104 -3.12109  C47 1.088
50 H -4.96497 3.97275 -2.22546  C47 1.088
51 C -3.24804 2.01885 -1.61673  C46 1.533, H52 1.087, H53 1.088, H54 1.088
52 H -2.72524 1.09174 -1.83738  C51 1.087
53 H -4.30714 1.78122 -1.53516  C51 1.088
54 H -2.91332 2.38340 -0.64763  C51 1.088
55 C -3.53197 2.52390 -4.04120  C46 1.530, H56 1.087, H57 1.089, H58 1.087
56 H -3.07880 1.56180 -4.26557  C55 1.087
57 H -4.60957 2.37527 -4.00046  C55 1.089
58 H -3.31624 3.21411 -4.85227  C55 1.087
59 H 1.04202 1.81235 -1.15730  C31 1.095
60 H -0.66665 1.81722 -0.70366  C31 1.093
61 H -1.21494 2.15036 4.52767  C1 1.086
62 H -0.62121 0.57686 3.99175  C1 1.087
63 H 0.26086 2.04748 3.55565  C1 1.088

Partial atomic charges computed with the natural (NBO) method, in multiples of e: atom 1 (C): -0.636, atom 2 (C): -0.075, atom 3 (H): 0.186, atom 4 (H): 0.203, atom 5 (O): -0.518, atom 6 (C): 0.789, atom 7 (O): -0.624, atom 8 (C): -0.237, atom 9 (C): 0.292, atom 10 (N): -0.635, atom 11 (C): 0.784, atom 12 (O): -0.628, atom 13 (N): -0.620, atom 14 (H): 0.417, atom 15 (C): -0.070, atom 16 (C): -0.028, atom 17 (C): -0.213, atom 18 (C): 0.089, atom 19 (C): -0.211, atom 20 (C): -0.202, atom 21 (C): -0.184, atom 22 (H): 0.224, atom 23 (H): 0.223, atom 24 (H): 0.247, atom 25 (N): 0.517, atom 26 (O): -0.378, atom 27 (O): -0.376, atom 28 (H): 0.264, atom 29 (H): 0.247, atom 30 (H): 0.443, atom 31 (C): -0.273, atom 32 (N): -0.662, atom 33 (H): 0.363, atom 34 (C): 0.141, atom 35 (C): -0.608, atom 36 (H): 0.207, atom 37 (H): 0.209, atom 38 (H): 0.216, atom 39 (C): -0.620, atom 40 (H): 0.206, atom 41 (H): 0.217, atom 42 (H): 0.216, atom 43 (C): -0.415, atom 44 (H): 0.210, atom 45 (H): 0.201, atom 46 (C): -0.054, atom 47 (C): -0.596, atom 48 (H): 0.206, atom 49 (H): 0.206, atom 50 (H): 0.207, atom 51 (C): -0.602, atom 52 (H): 0.196, atom 53 (H): 0.213, atom 54 (H): 0.206, atom 55 (C): -0.607, atom 56 (H): 0.199, atom 57 (H): 0.212, atom 58 (H): 0.210, atom 59 (H): 0.219, atom 60 (H): 0.226, atom 61 (H): 0.218, atom 62 (H): 0.232, atom 63 (H): 0.210


## x
Molecular formula: C22H32N4O5
Method: DFT, ωB97M-V/def2-TZVPD

Calculated values
2S+1	1

Bonds (Å) are listed after each position.
Cartesian coordinates (Å):
1 C 0.31958 -4.21555 0.88801  C2 1.631, H61 1.178, H62 1.090, H63 1.154
2 C 1.48054 -3.48046 0.00848  C1 1.631, H3 1.096, H4 1.002, O5 1.299
3 H 1.48521 -3.67870 -1.06953  C2 1.096
4 H 2.38573 -3.68651 0.38526  C2 1.002
5 O 1.07202 -2.24905 -0.05574  C2 1.299, C6 1.260
6 C 1.80482 -1.35112 -0.55062  O5 1.260, O7 1.141, C8 1.558
7 O 2.68399 -1.81851 -1.10784  C6 1.141
8 C 1.54274 0.18438 -0.60005  C6 1.558, C9 1.393, C15 1.510
9 C 0.47211 0.76610 0.07416  C8 1.393, N10 1.305, C31 1.452
10 N 0.47673 2.06637 0.18036  C9 1.305, C11 1.498, H30 1.058
11 C 1.07373 3.16369 -0.64671  N10 1.498, O12 1.136, N13 1.675
12 O 0.74426 4.23394 -0.84057  C11 1.136
13 N 2.09936 2.17313 -1.52524  C11 1.675, H14 1.122, C15 1.281
14 H 2.63898 3.04905 -1.97314  N13 1.122
15 C 2.60126 1.02114 -1.27765  C8 1.510, N13 1.281, C16 1.634, H29 0.888
16 C 3.77932 1.05214 -0.14527  C15 1.634, C17 1.561, C21 1.238
17 C 4.99448 0.15284 -0.53626  C16 1.561, C18 1.355, H28 1.006
18 C 6.02850 0.28425 0.32946  C17 1.355, C19 1.386, N25 1.476
19 C 6.19695 1.22638 1.33264  C18 1.386, C20 1.510, H24 1.120
20 C 4.95765 1.93726 1.82003  C19 1.510, C21 1.533, H23 1.071
21 C 3.82776 1.86549 0.78643  C16 1.238, C20 1.533, H22 1.269
22 H 2.89911 2.57268 1.28301  C21 1.269
23 H 4.98403 2.62325 2.64246  C20 1.071
24 H 6.90914 1.16408 2.19497  C19 1.120
25 N 7.21863 -0.28995 -0.32888  C18 1.476, O26 1.457, O27 1.219
26 O 8.17410 -0.54245 0.74221  N25 1.457
27 O 7.26580 -1.15527 -1.18638  N25 1.219
28 H 5.00147 -0.15784 -1.49343  C17 1.006
29 H 2.80528 0.53751 -1.99399  C15 0.888
30 H -0.30484 2.50657 0.74133  N10 1.058
31 C -0.59925 0.13597 0.82485  C9 1.452, N32 1.589, H59 1.111
32 N -1.52908 -0.79323 -0.06712  C31 1.589, H33 0.949, C34 1.342
33 H -0.94792 -1.50058 -0.31841  N32 0.949
34 C -2.36174 -0.29433 -0.99403  N32 1.342, C35 1.481, C39 1.608, C43 1.669
35 C -3.08969 -1.41213 -1.63631  C34 1.481, H36 0.940, H37 1.202, H38 0.964
36 H -3.42085 -1.81768 -0.85565  C35 0.940
37 H -2.32314 -1.89902 -2.42326  C35 1.202
38 H -3.85989 -0.97413 -2.01535  C35 0.964
39 C -1.54860 0.59305 -2.06054  C34 1.608, H40 0.944, H41 1.078, H42 1.012
40 H -0.80413 0.06101 -2.29326  C39 0.944
41 H -1.07053 1.43497 -1.58693  C39 1.078
42 H -2.30212 0.79454 -2.70547  C39 1.012
43 C -3.41404 0.83266 -0.35420  C34 1.669, H44 1.034, H45 1.127, C46 1.351
44 H -3.85686 1.21164 -1.20831  C43 1.034
45 H -2.81135 1.71044 0.01573  C43 1.127
46 C -4.26974 0.42495 0.60846  C43 1.351, C47 1.574, C51 1.607, C55 1.602
47 C -3.83878 -0.50762 1.80089  C46 1.574, H48 1.100, H49 1.018, H50 0.853
48 H -3.07501 -0.01137 2.41775  C47 1.100
49 H -4.72935 -0.60482 2.28476  C47 1.018
50 H -3.56508 -1.22152 1.42309  C47 0.853
51 C -5.58520 -0.14698 -0.11564  C46 1.607, H52 1.089, H53 1.104, H54 1.169
52 H -5.35316 -1.17020 -0.40855  C51 1.089
53 H -5.72949 0.41810 -1.05248  C51 1.104
54 H -6.39243 -0.31554 0.71234  C51 1.169
55 C -4.82845 1.73616 1.33913  C46 1.602, H56 1.163, H57 1.094, H58 0.966
56 H -5.29090 2.55348 0.65363  C55 1.163
57 H -5.76980 1.54468 1.86235  C55 1.094
58 H -4.23513 2.34078 1.80416  C55 0.966
59 H -1.17501 0.86493 1.43396  C31 1.111
60 H -0.03299 -0.67230 1.90294  no bonds
61 H 0.52936 -5.35430 0.67038  C1 1.178
62 H 0.33261 -3.90446 1.93298  C1 1.090
63 H -0.67068 -4.01197 0.33058  C1 1.154

Partial atomic charges computed with the natural (NBO) method, in multiples of e: atom 1 (C): -0.629, atom 2 (C): -0.051, atom 3 (H): 0.184, atom 4 (H): 0.183, atom 5 (O): -0.511, atom 6 (C): 0.786, atom 7 (O): -0.626, atom 8 (C): -0.201, atom 9 (C): 0.282, atom 10 (N): -0.686, atom 11 (C): 0.887, atom 12 (O): -0.508, atom 13 (N): -0.686, atom 14 (H): 0.399, atom 15 (C): -0.049, atom 16 (C): -0.041, atom 17 (C): -0.117, atom 18 (C): 0.029, atom 19 (C): -0.225, atom 20 (C): -0.140, atom 21 (C): -0.232, atom 22 (H): 0.213, atom 23 (H): 0.221, atom 24 (H): 0.264, atom 25 (N): 0.437, atom 26 (O): -0.454, atom 27 (O): -0.266, atom 28 (H): 0.236, atom 29 (H): 0.197, atom 30 (H): 0.396, atom 31 (C): -0.260, atom 32 (N): -0.661, atom 33 (H): 0.377, atom 34 (C): 0.196, atom 35 (C): -0.593, atom 36 (H): 0.206, atom 37 (H): 0.204, atom 38 (H): 0.202, atom 39 (C): -0.620, atom 40 (H): 0.192, atom 41 (H): 0.188, atom 42 (H): 0.202, atom 43 (C): -0.409, atom 44 (H): 0.206, atom 45 (H): 0.187, atom 46 (C): -0.024, atom 47 (C): -0.524, atom 48 (H): 0.189, atom 49 (H): 0.198, atom 50 (H): 0.165, atom 51 (C): -0.621, atom 52 (H): 0.198, atom 53 (H): 0.216, atom 54 (H): 0.216, atom 55 (C): -0.601, atom 56 (H): 0.195, atom 57 (H): 0.207, atom 58 (H): 0.190, atom 59 (H): 0.213, atom 60 (H): 0.230, atom 61 (H): 0.211, atom 62 (H): 0.218, atom 63 (H): 0.212


Stability summary - winner: w; margin: 20.656 eV.